[1]
Formula: C9H19F6MnN4O13S6
Source: the OMol25 dataset
Level of theory: the ωB97M-V functional and the def2-TZVPD basis

* orbital gap (spin up / spin down): 0.115 / 0.279 Ha
* HOMO (spin up / spin down): 0.60 / -3.87 eV
* F_max: 9.17 eV Å⁻¹

```
! wB97M-V def2-TZVPD RIJCOSX def2/J DEFGRID3
* xyz -2 7
Mn 0.163 0.957 -0.306
S 4.239 2.794 2.031
S 1.916 3.117 1.902
S -2.784 1.071 -2.166
S 3.217 1.022 -1.807
S 1.341 1.533 -3.320
S -2.353 2.893 -0.874
F -2.162 -0.124 -2.886
F 3.336 0.481 -0.335
F 1.280 0.065 -3.948
F 1.222 4.461 1.363
F -1.214 3.350 0.179
F 5.411 2.532 0.961
O 3.803 -0.039 -2.567
O 0.915 -0.756 0.938
O -3.534 2.795 -0.012
O 2.056 3.353 3.361
O -3.941 0.562 -1.395
O -3.131 1.845 -3.342
O 4.944 3.591 2.979
O 2.380 2.168 -4.181
O 3.922 2.299 -1.516
O 3.927 1.402 2.410
O -0.071 1.976 -3.652
O -2.221 3.969 -1.863
O 1.000 2.122 1.423
N -1.478 1.642 -1.174
N -0.306 -1.127 0.536
N 1.677 1.163 -1.641
N 3.323 3.497 0.987
C 0.430 -3.560 0.415
C -0.064 -2.330 -0.305
C -1.430 -2.638 -1.022
C -1.441 0.386 2.137
C -1.329 -1.078 1.611
C -2.597 -1.298 0.790
C 0.909 -2.089 -1.403
C -1.226 -2.091 2.826
C -2.741 -2.585 -0.072
H 0.848 -2.685 -2.314
H -0.388 -4.067 0.928
H -0.208 -2.270 3.172
H 0.911 -4.236 -0.291
H -3.565 -2.488 -0.779
H -1.322 -3.580 -1.559
H -2.257 0.444 2.857
H -1.666 1.161 1.403
H -3.056 -0.489 0.220
H 1.284 -3.505 1.090
H -3.286 -1.535 1.601
H -0.565 0.642 2.732
H -1.679 -3.069 2.666
H 1.008 -1.378 1.664
H 0.668 -1.115 -1.827
H -1.553 -1.966 -1.871
H -1.693 -1.747 3.749
H -2.803 -3.487 0.538
H 1.930 -1.959 -1.044
*
```

=====

[2]
Formula: C9H19F6N4O13PtS6
Source: the OMol25 dataset
Level of theory: the ωB97M-V functional and the def2-TZVPD basis

* energy relative to the best compared isomer or geometry (same formula, charge and spin): 491.0 kJ/mol
* orbital gap (spin up / spin down): 0.308 / 0.241 Ha
* HOMO (spin up / spin down): -7.28 / -7.27 eV
* F_max: 11.93 eV Å⁻¹

```
! wB97M-V def2-TZVPD RIJCOSX def2/J DEFGRID3
* xyz -1 3
Pt -1.276 -0.366 -0.129
S 0.882 1.621 -2.434
S -2.922 2.777 0.073
S 1.033 2.957 -4.395
S -2.649 -0.983 -3.098
S -2.976 -2.771 -1.623
S -3.919 0.985 1.177
F -2.392 -3.484 -0.241
F -3.539 -0.560 1.614
F 2.215 0.725 -2.703
F -2.761 0.508 -2.674
F -1.607 2.977 -0.950
F 1.033 2.914 -6.021
O -5.174 0.703 0.523
O -2.689 -3.852 -2.543
O -1.515 -0.921 -4.028
O -2.478 3.634 1.190
O -4.014 3.152 -0.711
O 1.389 2.796 -1.773
O -0.609 -1.032 1.831
O -4.352 -2.485 -1.260
O -3.935 -1.327 -3.710
O 0.209 0.613 -1.602
O 0.137 4.031 -4.089
O -3.964 1.656 2.483
O 2.477 3.161 -4.233
N -2.133 -1.554 -1.628
N -2.614 1.096 0.284
N 0.476 1.531 -4.131
N 0.592 -0.683 1.239
C 1.498 -1.872 1.060
C 1.271 0.471 3.469
C 1.747 -2.777 2.320
C 0.282 1.763 1.654
C 2.851 -1.443 0.423
C 2.517 0.917 1.230
C 3.557 -0.211 1.086
C 1.143 0.508 1.933
C 0.807 -2.734 -0.055
H 4.399 0.131 0.485
H 1.832 -0.423 3.740
H 2.378 1.287 0.214
H 2.133 -2.342 3.241
H 0.145 1.991 0.597
H 3.020 1.725 1.761
H 1.616 -3.391 -0.375
H 0.518 -2.163 -0.937
H 3.904 -0.372 2.106
H 0.622 2.695 2.104
H 0.381 0.448 4.097
H 0.946 -3.484 2.537
H -0.013 -3.368 0.280
H -0.425 -0.966 2.770
H -0.679 1.637 2.154
H 2.849 -1.362 -0.664
H 1.825 1.334 3.838
H 2.508 -3.461 1.943
H 3.438 -2.353 0.550
*
```

=====

[3]
Formula: C9H19N
Source: the OMol25 dataset
Level of theory: the ωB97M-V functional and the def2-TZVPD basis

* energy relative to the best compared isomer or geometry (same formula, charge and spin): 345.0 kJ/mol
* orbital gap: 0.268 Ha
* HOMO: -6.93 eV
* F_max: 4.93 eV Å⁻¹

```
! wB97M-V def2-TZVPD RIJCOSX def2/J DEFGRID3
* xyz 0 1
N -0.690 -1.709 1.754
C -0.096 0.588 -1.749
C -0.232 -0.467 1.230
C 0.185 -0.872 -0.979
C -1.215 0.531 1.109
C 1.106 -0.029 1.812
C -1.100 1.991 1.366
C -0.920 -1.818 -1.430
C 0.969 1.659 -1.584
C 1.478 -1.316 -1.106
H -0.692 -2.262 -2.402
H -1.019 -2.640 -0.719
H -1.083 0.996 -1.521
H 0.048 -2.343 2.044
H -1.424 -1.628 2.450
H -1.890 -1.316 -1.485
H 1.565 0.757 1.209
H 1.801 -0.873 1.842
H 0.950 2.113 -0.591
H 0.997 0.332 2.839
H 0.805 2.464 -2.308
H -1.407 2.552 0.474
H 1.744 -2.180 -1.707
H 1.972 1.258 -1.753
H -0.090 2.311 1.623
H -0.135 0.290 -2.800
H -1.765 2.291 2.184
H -2.212 0.192 0.845
H 2.350 -0.873 -0.648
*
```

=====

[4]
Formula: C9H19N2
Source: the OMol25 dataset
Level of theory: the ωB97M-V functional and the def2-TZVPD basis

* energy relative to the best compared isomer or geometry (same formula, charge and spin): 318.2 kJ/mol
* orbital gap: 0.380 Ha
* HOMO: -13.23 eV
* F_max: 6.14 eV Å⁻¹

```
! wB97M-V def2-TZVPD RIJCOSX def2/J DEFGRID3
* xyz 1 1
N -0.332 0.947 -0.085
N 0.373 -1.434 -0.622
C -2.770 0.986 0.995
C -0.892 -1.933 -0.155
C 3.080 0.876 -0.128
C 1.183 -0.608 1.477
C 2.245 -0.161 -0.850
C -1.758 0.533 -0.167
C -1.884 -0.931 -0.793
C -1.184 1.640 -0.978
C 1.090 -0.546 0.029
H -1.449 2.627 -0.681
H 4.091 0.934 -0.644
H -2.658 0.388 1.935
H 0.196 -0.693 1.918
H 1.928 0.256 -1.877
H -2.990 -1.192 -0.556
H 1.799 0.209 1.927
H 0.344 -1.354 -1.680
H -0.927 1.513 -2.071
H -1.071 -2.942 -0.485
H -1.683 -0.890 -1.859
H 0.134 1.454 0.751
H 1.748 -1.495 1.826
H 2.586 1.744 -0.030
H -2.684 2.026 1.316
H 2.818 -1.131 -0.874
H -1.006 -2.101 0.876
H -3.811 0.859 0.680
H 3.484 0.424 0.806
*
```

=====

[5]
Formula: C9H19N2O10P
Source: the OMol25 dataset
Level of theory: the ωB97M-V functional and the def2-TZVPD basis

* orbital gap: 0.362 Ha
* HOMO: -9.62 eV
* F_max: 3.92 eV Å⁻¹

```
! wB97M-V def2-TZVPD RIJCOSX def2/J DEFGRID3
* xyz 0 1
P -3.815 4.008 4.248
O -1.812 3.604 0.526
O -5.385 4.090 4.098
O -3.467 2.973 5.368
O 0.359 1.345 2.477
O 1.236 2.143 -0.768
O -3.219 5.244 4.773
O -0.287 0.531 -0.318
O -0.907 -3.999 -1.736
O 4.256 -2.254 -2.673
O -3.232 3.597 2.788
N 1.117 -3.342 -1.140
N 2.954 -4.019 -3.159
C 3.747 -4.509 -4.285
C -1.898 3.062 2.857
C -0.014 2.203 1.373
C -1.506 2.561 1.461
C 3.270 -2.941 -2.431
C 2.362 -2.567 -1.251
C -0.074 -2.127 -2.931
C 0.018 -3.217 -1.883
C 0.287 1.562 0.001
H 2.125 -4.533 -2.900
H -1.047 -2.190 -3.415
H 3.711 -3.787 -5.104
H -3.495 3.586 6.118
H 3.360 -5.469 -4.628
H 0.019 -1.156 -2.449
H -2.103 1.669 1.235
H 4.788 -4.630 -3.976
H 2.123 -1.506 -1.329
H 2.939 -2.709 -0.337
H -1.195 3.839 3.182
H 1.284 1.050 2.388
H 0.568 3.127 1.445
H -1.833 2.229 3.567
H 1.264 1.623 -1.585
H -5.603 3.228 3.731
H -2.673 3.995 0.772
H 1.069 -4.060 -0.434
H 0.708 -2.254 -3.677
*
```

=====

[6]
Formula: C9H19N5O
Source: the OMol25 dataset
Level of theory: the ωB97M-V functional and the def2-TZVPD basis

* energy relative to the best compared isomer or geometry (same formula, charge and spin): 223.4 kJ/mol
* orbital gap: 0.310 Ha
* HOMO: -16.02 eV
* F_max: 3.96 eV Å⁻¹

```
! wB97M-V def2-TZVPD RIJCOSX def2/J DEFGRID3
* xyz 2 1
O 3.557 -1.298 -0.965
N 4.557 1.135 -0.166
N -0.847 -0.012 0.129
N 1.683 -2.356 0.335
N 3.037 -0.599 0.098
N 0.511 0.268 0.405
C -1.544 0.500 -1.253
C -3.175 -0.331 1.101
C -1.841 0.436 1.208
C 3.307 0.748 0.144
C 2.329 1.712 0.228
C -3.897 -0.039 -0.231
C 0.965 1.497 0.325
C -2.864 -0.351 -1.345
C 2.001 -1.149 0.760
H -0.975 0.188 -2.168
H 2.482 2.802 0.341
H 2.030 -0.917 1.904
H -4.660 -0.830 -0.342
H -4.176 0.967 -0.186
H -1.324 0.162 2.093
H -3.041 -1.467 1.148
H 5.256 0.391 0.072
H -0.908 -1.053 0.102
H -2.053 1.517 1.116
H 4.693 2.200 -0.096
H 0.209 2.245 0.149
H 0.881 -2.923 0.616
H -1.828 1.521 -1.299
H -2.592 -1.425 -1.442
H -3.339 -0.055 -2.228
H 3.222 -0.916 -1.815
H 2.030 -2.541 -0.674
H -3.688 -0.030 1.937
*
```